[1]
ORCA calculation (ωB97M-V/def2-TZVPD) on a 11-piece molecular cluster, C33H42BrClF10N10O5S overall.

```
! RIJCOSX wB97M-V def2-TZVPD def2/J DEFGRID3
* xyz 0 1
C 3.54517 -0.66455 1.33219
C 3.82133 -0.97447 -0.12479
Br 5.66927 -0.45356 -0.52096
C 3.71807 -2.46591 -0.45169
C 2.30703 -2.99100 -0.68478
C 1.49765 -3.56061 0.49143
C 2.34526 -4.42180 1.44879
C 2.59737 -3.84871 2.82292
Cl 1.07159 -3.47740 3.67075
O 2.53288 -4.21877 -1.49468
C 1.85507 -4.16745 -2.63795
O 2.03933 -4.73763 -3.67937
O 0.79453 -3.23184 -2.41196
C 1.44312 -2.24487 -1.73193
F 2.33348 -1.70286 -2.62986
S 0.45486 -0.75072 -1.25823
O 0.77584 -0.35477 0.07941
O 0.80007 0.25360 -2.21381
C -1.38518 -1.00706 -1.53478
F -1.82983 0.20990 -1.85346
F -1.59425 -1.78727 -2.60189
C -2.21013 -1.51317 -0.30445
F -1.45202 -2.09275 0.63080
F -2.79781 -0.44541 0.24371
C -3.36335 -2.48459 -0.66170
F -4.13705 -2.54202 0.43794
F -4.13092 -1.96230 -1.62586
C -2.93119 -3.96114 -0.99958
F -3.61401 -4.38883 -2.06246
F -3.19592 -4.75126 0.03931
F -1.62186 -4.04354 -1.26799
H 4.38134 -0.98043 1.94653
H 2.65121 -1.17236 1.67828
H 3.40028 0.39977 1.47560
H 3.16824 -0.37145 -0.73324
H 4.23404 -3.04710 0.29911
H 4.24878 -2.62984 -1.37990
H 1.04254 -2.74504 1.04552
H 0.75993 -4.21526 0.04907
H 1.80265 -5.34687 1.60644
H 3.28276 -4.70731 0.98459
H 3.05787 -4.62659 3.41754
H 3.27301 -3.00731 2.84106
C -6.62784 0.03724 -0.82868
C -7.50728 0.69543 0.12002
N -8.14679 1.20435 0.92321
H -6.35034 -0.95168 -0.46797
H -7.10066 -0.08100 -1.80230
H -5.71129 0.60860 -0.96869
C 9.56880 -1.30047 -2.92500
C 9.23801 -0.78089 -1.60930
N 8.97677 -0.35108 -0.57807
H 10.63100 -1.51855 -3.00486
H 9.01908 -2.21751 -3.13679
H 9.32443 -0.58006 -3.69609
C -1.17991 1.25115 2.45853
C 0.16624 1.75460 2.67054
N 1.23391 2.13720 2.83945
H -1.47473 1.34306 1.41610
H -1.25534 0.19777 2.72863
H -1.90939 1.80049 3.05274
C -0.15773 2.30064 -4.98215
C 0.61475 3.36483 -5.60105
N 1.22567 4.20304 -6.08899
H 0.40383 1.82171 -4.18068
H -1.08268 2.68666 -4.55660
H -0.41785 1.53418 -5.71054
C -6.91934 1.66848 3.92920
C -6.15479 2.47201 4.86646
N -5.54963 3.11812 5.59639
H -7.99020 1.82754 4.05053
H -6.66780 1.92355 2.90242
H -6.72303 0.59788 4.06011
C -1.64816 -0.21131 5.81669
C -1.08613 -1.54685 5.89744
N -0.64582 -2.60262 5.96084
H -1.14349 0.37013 5.04850
H -2.70912 -0.24192 5.57121
H -1.54650 0.32503 6.75833
C -9.56675 -1.79535 3.45504
C -8.13434 -1.58061 3.56709
N -7.00626 -1.39589 3.65872
H -9.93806 -1.42499 2.50074
H -9.80730 -2.85474 3.52588
H -10.09983 -1.27460 4.24877
C 1.28211 7.35981 -6.80686
C 1.78585 8.53194 -6.10809
N 2.18298 9.45533 -5.55587
H 0.19356 7.33630 -6.79859
H 1.60489 7.35523 -7.84691
H 1.63418 6.43780 -6.34877
C 10.09619 3.05441 -3.12223
C 10.62830 1.88431 -3.80173
N 11.04779 0.95301 -4.32369
H 9.48442 3.65040 -3.79718
H 9.47808 2.76091 -2.27456
H 10.90124 3.68535 -2.75000
C -3.24048 5.09910 3.66757
C -3.06833 3.91538 2.83947
N -2.93327 2.97691 2.19333
H -3.72975 5.89881 3.11405
H -3.85260 4.87029 4.54012
H -2.28030 5.47369 4.01843
*
```

* HOMO energy: -10.10 eV
* energy: -180610.832 eV
* molecular weight: 996.2 g mol⁻¹
* LUMO level: -0.0045 Eh
* Kohn-Sham gap: 0.3668 Ha
* structure (SMILES): C[C@@H](Br)C[C@]1(CCCCl)OC(=O)O[C@@]1(F)S(=O)(=O)C(F)(F)C(F)(F)C(F)(F)C(F)(F)F.CC#N.CC#N.CC#N.CC#N.CC#N.CC#N.CC#N.CC#N.CC#N.CC#N

=====

[2]
ORCA calculation (ωB97M-V/def2-TZVPD) on C33H42BrF6N7O5S2Sb2Sn as an isolated structure.

```
! RIJCOSX wB97M-V def2-TZVPD def2/J DEFGRID3
* xyz 0 1
Sn -0.15281 0.34920 -0.69514
N 0.08365 -2.18121 -1.15791
C -0.43236 -2.86874 -2.39343
C -0.43479 -1.94708 -3.60650
N -1.27830 -0.73566 -3.28547
C -2.70637 -1.00037 -3.45118
C -3.45484 -1.28356 -2.15090
N -3.01601 -0.32421 -1.09094
H -0.39831 -2.48199 -0.31822
H 1.09108 -2.35951 -0.99023
H 0.11176 -3.83081 -2.61806
H -1.47486 -3.23945 -2.22693
H 0.55137 -1.58886 -3.83317
H -0.85511 -2.52483 -4.38770
H -0.94102 0.06657 -3.77872
H -3.20051 -0.13488 -3.94835
H -2.95432 -1.82575 -4.13710
H -4.47791 -1.22224 -2.40007
H -3.22745 -2.28755 -1.80006
H -3.07795 0.61285 -1.47329
H -3.70844 -0.33649 -0.29925
C -2.53948 4.30880 1.99376
Sb -2.26997 2.22140 2.15248
C -0.40775 2.15698 3.30908
C -3.41632 1.96718 4.02332
C -2.79833 1.11884 5.16028
C -2.23698 1.84758 6.21999
C -1.71897 1.18003 7.31634
C -1.76324 -0.19214 7.40316
C -2.36085 -0.95192 6.36018
C -2.85733 -0.31421 5.23369
C -3.44156 -1.18834 4.17701
Sb -2.00031 -1.57944 2.57399
C -2.94082 -3.39112 1.75493
C -0.78076 -2.63618 4.04141
H -3.40537 4.48829 1.40005
H -1.65685 4.71618 1.52579
H -2.76907 4.65495 2.97609
H -0.62153 2.51192 4.32975
H 0.39817 2.77783 2.88272
H -0.02904 1.14362 3.34339
H -4.41050 1.57784 3.64519
H -3.58836 2.97984 4.43060
H -2.34915 2.89782 6.23962
H -1.27687 1.77356 8.06937
H -1.35546 -0.63576 8.28083
H -2.43770 -2.03864 6.46650
H -4.29383 -0.67996 3.73610
H -3.75931 -2.18300 4.52668
H -2.74244 -4.26350 2.42488
H -2.57774 -3.57462 0.76032
H -4.00805 -3.30379 1.69328
H -1.42227 -2.91640 4.84617
H 0.05068 -2.00067 4.32723
H -0.27443 -3.45285 3.59310
Br 2.62013 -5.25417 -4.96814
C 3.90653 -4.22204 -3.99080
C 4.68733 -3.35230 -4.71412
C 5.58376 -2.53729 -4.06389
C 5.71265 -2.58005 -2.66757
C 4.93327 -3.47375 -1.97653
C 4.06564 -4.32184 -2.66055
N 6.70295 -1.65602 -2.11172
N 6.50559 -0.90955 -1.13570
C 5.14737 -0.79712 -0.56177
C 4.80586 -1.24914 0.67603
C 3.49382 -1.11663 1.09873
C 2.49342 -0.61642 0.30646
O 1.24668 -0.64477 0.63955
C 2.89141 -0.13174 -0.96478
N 1.85482 0.30148 -1.77130
C 2.17117 0.85267 -2.94272
C 3.46828 0.96386 -3.44116
C 4.52268 0.48370 -2.65912
C 4.22706 -0.12621 -1.39733
H 4.60747 -3.28430 -5.77171
H 6.19201 -1.82036 -4.65388
H 4.93892 -3.45830 -0.88369
H 3.40884 -4.91486 -2.02430
H 5.57951 -1.87375 1.19483
H 3.19522 -1.59284 2.03161
H 1.37765 1.23497 -3.55023
H 3.64338 1.48921 -4.39159
H 5.51824 0.62406 -3.05053
F -3.62538 3.39863 -4.22212
C -2.65840 4.18014 -3.65571
F -3.25729 5.12586 -2.92563
F -1.99810 4.70343 -4.70053
S -1.66009 3.18791 -2.44989
O -0.90538 2.20905 -3.22440
O -2.74660 2.65392 -1.65764
N -0.84550 4.12270 -1.57914
S 0.63928 4.52119 -1.81623
O 0.82508 5.34364 -2.97139
O 1.60553 3.49759 -1.63240
C 0.76710 5.61524 -0.30873
F 0.49037 4.85085 0.79459
F -0.11988 6.62689 -0.28135
F 2.00285 6.07092 -0.13812
*
```

* HOMO energy: -7.82 eV
* energy: -182491.962 eV
* energy above the lowest of the compared OMol25 structures with the same formula, charge and spin: 33.0 kcal per mole
* molecular weight: 1237.0 g mol⁻¹
* LUMO level: -0.0318 Eh
* Kohn-Sham gap: 0.2558 Ha

=====

[3]
ORCA calculation (ωB97M-V/def2-TZVPD) on C33H42Li2O17S as an isolated structure.

```
! RIJCOSX wB97M-V def2-TZVPD def2/J DEFGRID3
* xyz 0 1
Li -3.14172 0.54646 1.01062
Li 2.51743 1.97714 1.36498
S 0.04432 0.42974 0.21013
O -1.30092 0.54943 0.55078
O 0.70822 1.58752 0.79920
O 0.70055 -0.79192 0.60462
O 0.11141 0.57371 -1.27930
C -3.66943 3.00322 -0.04215
O -3.70990 1.71162 -0.45807
H -3.99422 3.20090 1.03223
H -4.46530 3.61960 -0.54118
H -2.73315 3.52321 -0.17034
H -3.17705 1.71595 -1.34130
C 3.85015 -1.63689 1.98969
O 3.29767 -0.56371 1.29868
H 4.72057 -1.33426 2.75318
H 4.11216 -2.43382 1.39741
H 3.08287 -1.98232 2.69881
H 2.68818 -1.19338 0.86603
C 2.98071 0.01120 -2.28238
O 2.08246 1.00481 -2.72286
H 4.06302 0.41782 -2.07878
H 2.99627 -0.91768 -2.84795
H 2.63435 -0.06130 -1.21358
H 1.11657 0.84838 -2.18401
C -0.55787 -2.59835 4.90127
C -1.12330 -3.73747 5.39555
C -1.06819 -4.93678 4.56548
C -0.40677 -4.87256 3.23174
C 0.21748 -3.54473 2.87275
C 0.08565 -2.45865 3.70391
O 0.57018 -1.24268 3.24489
O -1.52838 -6.18393 5.04874
H -0.75574 -1.72809 5.43694
H -1.57177 -4.02630 6.31368
H -0.30570 -5.81765 2.57963
H 0.63378 -3.41284 1.99556
H 0.37883 -1.19494 2.21581
H -0.81139 -6.81010 5.23416
C -1.53440 -4.20964 -1.48552
C -0.56992 -3.34183 -0.92058
C 0.68111 -3.64711 -1.06256
C 1.14079 -4.84627 -1.61043
C 0.14834 -5.78322 -2.14636
C -1.24114 -5.50673 -2.00908
O -2.20842 -6.37473 -2.44714
O 1.61658 -2.76384 -0.49762
H -2.45409 -4.02297 -1.54791
H -1.06254 -2.63011 -0.43758
H 2.43893 -5.24595 -1.43917
H 0.69077 -6.60291 -2.32725
H -2.74852 -6.24056 -1.70466
H 1.25126 -2.10286 -0.03810
C -1.12217 6.20081 -3.17768
C -1.55207 4.77686 -3.17005
C -0.80072 3.81859 -2.56932
C 0.31419 4.18975 -1.79504
C 0.76160 5.56739 -1.65292
C 0.01410 6.57480 -2.33907
O 0.28615 7.80168 -2.22151
O -0.98224 2.41224 -2.67504
H -1.82719 6.97746 -3.70396
H -2.24798 4.33548 -3.85008
H 1.07590 3.59117 -1.65024
H 1.51011 5.94247 -1.25393
H 1.21308 8.10045 -1.97287
H -0.62662 1.84643 -2.04643
C -2.13529 -2.50220 -5.62645
C -2.47224 -1.60988 -4.56718
C -1.42051 -1.20626 -3.67410
C -0.16742 -1.68343 -3.71273
C 0.13737 -2.73889 -4.62424
C -0.80654 -3.01405 -5.64623
O -0.52851 -3.99165 -6.53566
O -1.76278 -0.17296 -2.73521
H -2.96786 -2.80408 -6.44910
H -3.38610 -0.99631 -4.65389
H 0.70408 -1.56001 -3.16494
H 1.11143 -3.20775 -4.50980
H -0.14096 -4.78667 -6.08018
H -1.04275 -0.12560 -2.05371
C 1.01077 5.69389 3.77219
C 1.23435 5.66549 5.13319
C 1.12465 4.43617 5.83565
C 0.86346 3.21837 5.14426
C 0.56534 3.25562 3.74791
C 0.73875 4.44142 3.01930
O 0.63515 4.37977 1.65752
O 1.51617 4.42198 7.19471
H 1.10669 6.38632 3.04258
H 1.43084 6.63427 5.50031
H 1.02522 2.21371 5.54064
H 0.22260 2.40988 3.22760
H 0.40599 3.59571 1.06310
H 1.56121 3.58995 7.75196
*
```

* HOMO energy: -7.44 eV
* energy: -80945.373 eV
* energy above the lowest of the compared OMol25 structures with the same formula, charge and spin: 119.0 kcal per mole
* molecular weight: 756.6 g mol⁻¹
* LUMO level: -0.0362 Eh
* Kohn-Sham gap: 0.2373 Ha

=====

[4]
ORCA calculation (ωB97M-V/def2-TZVPD) on C33H43Cl2HfN2OP3S as an isolated structure.

```
! RIJCOSX wB97M-V def2-TZVPD def2/J DEFGRID3
* xyz 2 1
P 0.76685 -3.05562 -3.46858
C 0.14457 -4.72450 -3.24524
C -0.62643 -5.36439 -4.23685
H -0.95168 -4.80217 -5.12018
C -0.96893 -6.70962 -4.10351
H -1.57340 -7.18747 -4.87843
C -0.53601 -7.44292 -2.99204
H -0.78478 -8.49826 -2.90921
C 0.22242 -6.80832 -1.99951
H 0.55992 -7.37803 -1.13038
C 0.55128 -5.45764 -2.11107
H 1.13366 -4.95672 -1.33082
C -0.17886 -2.32492 -4.82212
C -1.57343 -2.23405 -4.65814
H -2.05802 -2.73503 -3.81461
C -2.34046 -1.52355 -5.58219
H -3.41790 -1.42767 -5.42238
C -1.73258 -0.97522 -6.71572
H -2.33607 -0.45056 -7.45846
C -0.36064 -1.13577 -6.92563
H 0.11555 -0.74609 -7.82876
C 0.42252 -1.81264 -5.98456
H 1.48852 -1.97423 -6.17373
C 2.49644 -3.11292 -3.95614
C 2.90424 -4.06561 -4.91381
H 2.17325 -4.77684 -5.31365
C 4.22785 -4.09987 -5.35775
H 4.52061 -4.83274 -6.11313
C 5.16551 -3.20328 -4.83462
H 6.19596 -3.23205 -5.18821
C 4.77395 -2.27955 -3.86072
H 5.50544 -1.58873 -3.43818
C 3.44892 -2.22515 -3.41826
H 3.15780 -1.51034 -2.64119
Hf 0.29415 -0.34534 -0.12849
C 0.16742 1.78936 -1.30581
C 0.16049 1.81450 -2.64255
H 0.11459 2.69131 -0.68065
C 0.25786 0.45171 -3.33635
O 1.54452 0.43127 -3.97991
H 1.74154 -0.46739 -4.30243
C 0.11290 -0.56855 -2.28444
H -0.54373 0.29620 -4.08063
C 0.42250 -1.79140 -1.93185
Cl -0.52799 1.26763 1.52568
Cl -0.06872 -2.21893 1.38757
P -2.44734 -0.52498 -0.33328
C -3.31624 -0.52119 1.27126
H -3.36590 0.49961 1.66559
H -2.76805 -1.14704 1.98413
H -4.32514 -0.92488 1.11698
C -3.25335 0.85645 -1.20259
H -2.93958 0.85809 -2.25418
H -2.94194 1.80235 -0.74252
H -4.34401 0.74100 -1.13629
C -3.17629 -1.98685 -1.12890
H -2.57665 -2.87222 -0.88294
H -3.20294 -1.85628 -2.21714
H -4.19709 -2.11622 -0.74356
P 0.14764 3.25388 -3.75684
C -0.51648 4.65721 -2.87323
C -0.88851 2.80765 -5.15981
H 0.05511 4.81704 -1.94538
H -1.58064 4.48525 -2.64190
H -0.42056 5.53971 -3.52646
H -0.44289 1.98116 -5.72986
H -0.98061 3.68295 -5.81599
H -1.88936 2.51840 -4.81058
C 1.82888 3.51752 -4.31550
H 2.46930 3.71522 -3.44567
H 1.84646 4.38154 -4.99167
H 2.17565 2.61296 -4.83356
H 0.25650 -2.28887 -0.94624
C 2.33359 0.81212 3.41717
N 2.83207 -0.48514 2.97153
C 3.27420 -1.48705 3.82224
C 3.67578 -2.53027 3.05879
N 3.45266 -2.16597 1.74260
C 2.93884 -0.90433 1.67759
S 2.72993 -0.00966 0.21985
H 2.57114 1.57252 2.66845
H 1.24574 0.79106 3.55564
H 2.82028 1.05520 4.36843
H 3.27402 -1.34715 4.89259
H 4.10042 -3.48125 3.32714
H 3.64501 -2.72619 0.91663
*
```

* HOMO energy: -12.77 eV
* energy: -104989.883 eV
* molecular weight: 858.1 g mol⁻¹
* LUMO level: -0.1840 Eh
* Kohn-Sham gap: 0.2855 Ha

=====

[5]
ORCA calculation (ωB97M-V/def2-TZVPD) on C33H43FNO13Pb as an isolated structure.

```
! RIJCOSX wB97M-V def2-TZVPD def2/J DEFGRID3
* xyz 1 1
Pb -0.22560 -0.79036 -2.52379
F 0.06726 0.18698 -0.20413
C 0.58008 2.12458 -4.68498
O -0.44155 1.40956 -4.00859
C -1.46740 2.28919 -3.51532
C -2.72132 1.47561 -3.21276
N -2.37131 0.49231 -2.09810
C -3.44028 -0.56414 -1.94583
C -3.59204 -1.44461 -3.22073
O -2.36012 -2.18254 -3.53345
C -2.54615 -3.12110 -4.60067
H 1.23189 1.36687 -5.11985
H 1.21804 2.82413 -4.14487
H 0.26864 2.66390 -5.57954
H -1.86352 2.94569 -4.29005
H -1.09363 2.78491 -2.61942
H -3.01920 1.04271 -4.16773
H -3.41778 2.24433 -2.87792
H -2.48578 1.00474 -1.23531
H -4.42237 -0.17335 -1.67962
H -3.24404 -1.22309 -1.10003
H -3.82725 -0.76379 -4.03881
H -4.42392 -2.14275 -3.12753
H -3.26014 -3.94131 -4.52597
H -1.65399 -3.74053 -4.69256
H -2.61603 -2.68203 -5.59587
C 0.47036 -4.55136 0.07434
C 0.90452 -5.86139 -0.10973
C 0.30081 -6.74993 -0.94213
C -0.82785 -6.34996 -1.61643
C -1.29291 -5.00122 -1.59271
C -0.62311 -4.09135 -0.74450
O -0.90793 -2.77636 -0.79729
O 0.58923 -8.06689 -0.79945
H 1.17057 -3.98705 0.67240
H 1.74279 -6.20132 0.48031
H -1.48286 -6.99622 -2.18187
H -2.15728 -4.79946 -2.20799
H -0.76709 -2.52925 0.11961
H 1.34408 -8.25540 -0.23707
C -2.37596 -0.20149 2.08060
C -3.58145 -0.07572 2.80759
C -4.15842 -1.10655 3.49740
C -3.64160 -2.33721 3.51546
C -2.35024 -2.52574 2.81197
C -1.70624 -1.43476 2.18001
O -0.50049 -1.53187 1.57168
O -5.43634 -0.90994 4.02057
H -1.93148 0.62886 1.55207
H -4.13013 0.84461 2.67218
H -4.14395 -3.17068 3.98384
H -1.79432 -3.42339 3.03908
H -0.37975 -0.91150 0.84907
H -5.53099 -1.54500 4.73425
C 4.63548 -0.05923 1.13626
C 5.29072 0.70168 2.03363
C 4.84530 0.78735 3.30210
C 3.56418 0.38693 3.60761
C 2.83079 -0.33828 2.74717
C 3.33291 -0.51598 1.46685
O 2.56350 -1.13134 0.61719
O 5.54243 1.60151 4.19743
H 4.94159 -0.29081 0.12677
H 6.20256 1.18699 1.71834
H 3.13286 0.57540 4.57964
H 1.87323 -0.56732 3.19103
H 1.68111 -0.75623 0.56953
H 6.46193 1.35570 4.07209
C 0.26746 5.54708 2.80215
C -0.35564 4.80603 1.76788
C -0.03037 3.50581 1.42415
C 0.89802 2.84645 2.26530
C 1.56084 3.54180 3.28993
C 1.28255 4.90590 3.52154
O 1.86478 5.59189 4.52262
O -0.59566 2.84548 0.38735
H 0.09520 6.60092 2.96392
H -1.04352 5.30336 1.10015
H 0.98762 1.77497 2.16388
H 2.32806 3.01008 3.83309
H 2.72838 5.19522 4.65851
H -0.28589 1.94367 0.27604
C 2.40089 2.47152 -1.50406
C 3.22662 2.54803 -0.21293
O 3.56753 3.92733 -0.17758
C 2.74684 4.70087 -1.07690
O 2.66330 5.89875 -1.18577
O 2.11744 3.85008 -1.82747
H 1.41021 2.04124 -1.35741
H 2.93349 2.06648 -2.36452
H 4.05726 1.84748 -0.29869
H 2.60152 2.12482 0.57335
*
```

* HOMO energy: -9.63 eV
* energy: -70982.460 eV
* molecular weight: 887.9 g mol⁻¹
* LUMO level: -0.1365 Eh
* Kohn-Sham gap: 0.2172 Ha

=====

Question: What is the formula in the second record?
Answer: C33H42BrF6N7O5S2Sb2Sn

=====

Question: Which value of LUMO level does entry 2 give?
Answer: -0.0318 Eh